Entry from the Open Molecules 2025 dataset: a structure of composition C44H45IN5O6Rb (ωB97M-V/def2-TZVPD).

XYZ file:
```
102
Properties=species:S:1:pos:R:3:forces:R:3:mulliken_charge:R:1
Rb -0.091 1.382 -0.973 -0.735 0.290 0.438 1.00
C 4.452 2.918 -0.575 -0.029 -0.007 -0.009 -2.02
C 3.532 2.297 -1.615 0.039 -0.029 0.021 1.95
C 4.333 1.621 -2.723 0.001 0.007 0.009 -1.75
O 2.785 1.299 -0.902 0.061 0.003 -0.043 -0.31
C 2.635 3.417 -2.252 0.021 -0.021 -0.019 0.15
O 3.277 4.312 -2.837 -0.017 0.016 0.018 -0.84
O 1.395 3.294 -2.126 0.239 0.052 -0.147 -0.61
H 5.132 2.160 -0.174 0.000 0.001 0.007 0.39
H 3.856 3.321 0.247 0.006 0.005 0.002 0.35
H 5.019 3.727 -1.030 -0.001 -0.002 -0.007 0.45
H 5.014 0.879 -2.296 -0.004 -0.005 -0.002 0.36
H 4.894 2.371 -3.279 0.004 0.003 -0.001 0.41
H 3.659 1.112 -3.417 0.006 0.001 -0.006 0.41
H 2.230 0.824 -1.533 0.377 -0.117 -0.166 0.03
C 2.763 -0.623 5.842 -0.011 -0.002 -0.004 -1.58
C 1.477 0.004 6.307 0.000 0.008 0.005 1.25
C 1.108 -0.038 7.642 -0.007 0.007 -0.003 -0.70
C -0.084 0.516 8.091 -0.001 -0.004 0.005 -0.63
C -0.929 1.111 7.167 0.009 0.000 -0.009 -1.03
C -0.590 1.165 5.824 -0.012 0.024 0.000 -0.25
C 0.621 0.628 5.378 0.021 -0.019 -0.001 -0.06
N 1.035 0.653 4.047 -0.015 -0.051 -0.006 -0.03
C 0.272 1.056 2.915 -0.081 0.027 -0.064 -0.47
N -0.230 2.306 3.066 0.097 0.017 -0.053 0.16
C -1.236 3.043 2.344 -0.036 -0.010 -0.095 1.12
C -2.032 2.420 1.377 -0.004 -0.042 0.011 -1.83
C -2.958 3.302 0.794 -0.090 -0.026 0.046 -0.29
C -3.104 4.645 1.135 0.026 -0.016 0.008 -0.95
C -2.285 5.187 2.115 -0.015 -0.013 0.006 -0.63
C -1.331 4.392 2.737 0.037 -0.016 0.023 1.11
C -0.427 5.000 3.784 0.000 0.003 -0.004 -1.46
N 0.199 0.320 1.871 0.076 -0.030 0.292 0.56
C 0.646 -1.012 1.955 0.011 0.032 -0.115 -0.67
C 1.744 -1.402 1.185 0.021 0.009 -0.003 -0.63
C 2.149 -2.726 1.148 -0.002 0.008 0.026 -0.31
C 1.463 -3.683 1.884 0.018 0.015 0.009 -1.05
C 0.369 -3.299 2.646 0.033 0.015 0.025 -0.69
C -0.059 -1.976 2.695 -0.001 -0.024 0.061 1.82
C -1.294 -1.601 3.468 -0.035 -0.013 -0.048 -1.90
H 3.327 -1.010 6.689 0.001 -0.002 -0.001 0.39
H 3.390 0.098 5.311 0.004 0.004 0.000 0.37
H 2.579 -1.456 5.155 0.003 0.000 -0.001 0.27
H 1.777 -0.521 8.347 -0.001 -0.001 0.004 0.31
H -0.350 0.473 9.139 0.000 0.000 0.002 0.37
H -1.875 1.533 7.484 -0.002 -0.001 0.004 0.39
H -1.276 1.605 5.114 0.004 0.004 -0.008 0.60
H 1.670 -0.092 3.803 0.011 0.008 -0.017 0.51
H 0.224 2.809 3.808 -0.011 0.005 0.019 0.33
H -3.628 2.923 0.021 0.016 -0.001 -0.006 0.34
H -3.841 5.268 0.635 0.001 0.014 0.000 0.34
H -2.370 6.233 2.398 0.000 0.003 -0.012 0.25
H -0.672 6.054 3.927 0.000 0.000 -0.001 0.36
H 0.627 4.947 3.493 -0.002 -0.005 0.000 0.34
H -0.523 4.512 4.761 -0.007 -0.001 0.000 0.27
H 2.247 -0.653 0.585 0.001 0.010 0.010 0.52
H 2.973 -3.013 0.506 0.002 -0.003 -0.001 0.39
H 1.754 -4.725 1.835 -0.005 -0.004 -0.002 0.36
H -0.198 -4.047 3.191 -0.002 -0.008 -0.004 0.43
H -1.919 -2.481 3.631 -0.003 0.002 -0.005 0.54
H -1.871 -0.849 2.924 -0.007 0.011 -0.002 0.27
H -1.061 -1.176 4.447 0.026 -0.010 0.009 0.34
I -4.122 -5.286 1.834 -0.014 -0.013 0.008 0.00
C -2.639 -4.343 0.687 0.051 0.033 -0.040 -0.44
C -1.745 -5.118 -0.039 -0.024 -0.046 0.010 -0.62
C -0.765 -4.482 -0.786 -0.004 0.059 -0.026 -1.16
C -0.662 -3.094 -0.811 -0.054 -0.001 -0.067 1.68
C -1.554 -2.346 -0.052 -0.016 -0.013 -0.008 -0.59
C -2.558 -2.962 0.687 -0.019 0.014 0.019 -0.86
C 0.408 -2.431 -1.703 0.082 -0.029 0.043 -0.20
O 1.171 -3.212 -2.297 -0.040 0.017 -0.036 -0.90
O 0.380 -1.178 -1.737 0.014 -0.112 -0.046 -0.56
H -1.816 -6.198 -0.022 0.006 0.001 0.004 0.43
H -0.046 -5.040 -1.373 -0.008 -0.021 0.007 0.50
H -1.463 -1.266 -0.022 0.009 0.000 -0.058 1.11
H -3.248 -2.364 1.268 0.000 -0.004 0.003 0.47
C -2.718 -2.093 -6.517 0.026 -0.003 0.005 -1.21
N -1.901 -1.814 -5.342 -0.070 -0.001 0.011 0.18
N -1.673 -0.433 -5.178 0.085 -0.039 0.055 0.34
C -1.892 -0.083 -3.826 0.039 0.009 -0.019 0.24
O -1.644 1.006 -3.356 -0.142 0.046 -0.055 -0.72
C -2.412 -1.285 -3.205 -0.073 -0.005 -0.008 -0.62
C -2.412 -2.263 -4.118 0.054 0.016 -0.025 0.57
C -2.841 -3.680 -3.974 0.019 -0.009 0.008 -1.60
C -0.648 0.156 -5.956 0.070 0.016 -0.025 0.40
C -0.471 1.538 -5.925 -0.035 -0.004 0.009 -0.47
C 0.555 2.113 -6.656 0.020 -0.011 -0.012 -0.57
C 1.390 1.333 -7.444 -0.005 -0.004 -0.001 -0.48
C 1.203 -0.040 -7.479 0.007 0.004 -0.002 -0.78
C 0.197 -0.634 -6.732 -0.012 0.008 0.024 0.00
H -2.217 -1.698 -7.399 -0.001 -0.003 -0.005 0.39
H -3.712 -1.638 -6.434 -0.001 0.000 -0.005 0.31
H -2.815 -3.172 -6.627 -0.001 -0.001 -0.001 0.43
H -2.654 -1.361 -2.161 -0.001 -0.013 0.020 0.71
H -2.965 -3.910 -2.917 -0.003 0.000 0.011 0.29
H -2.084 -4.349 -4.384 0.002 -0.002 0.008 0.36
H -3.788 -3.869 -4.486 0.005 -0.001 0.000 0.39
H -1.102 2.143 -5.293 0.000 0.003 -0.004 0.41
H 0.714 3.181 -6.585 -0.003 0.001 0.007 0.37
H 2.197 1.790 -8.004 0.000 0.000 0.000 0.37
H 1.865 -0.665 -8.065 -0.003 -0.005 0.002 0.35
H 0.095 -1.710 -6.705 0.004 -0.006 -0.003 0.43
```
Forces are in eV/Å.

As for the gap between HOMO and LUMO: 0.17538 Eh. Its total charge is -2. For the LUMO energy, the calculation gives 3.281 eV. The value obtained for the HOMO energy is -1.5 eV.

Entry from the Open Molecules 2025 dataset: a structure of composition C44H46BFN8NaO2S at a distorted geometry (ωB97M-V/def2-TZVPD).

XYZ file:
```
104
Properties=species:S:1:pos:R:3:forces:R:3:mulliken_charge:R:1
Na 0.092 -0.353 -1.236 -0.284 0.386 0.340 0.74
C 0.738 -1.213 6.224 -0.081 -0.125 -1.563 -1.82
C 0.765 -0.932 4.714 -0.899 -1.572 0.691 0.70
C 1.707 -0.018 4.253 0.219 0.776 -1.462 -0.58
C 2.019 0.122 2.898 -0.203 -1.014 1.523 0.33
C 3.197 0.895 2.584 1.460 -3.651 1.645 -1.77
N 3.222 2.079 2.050 1.647 5.224 -1.551 0.04
C 2.099 2.870 1.545 -0.578 -1.273 0.489 -0.63
C 1.105 3.455 2.589 0.457 -1.196 0.533 -0.07
C 0.053 4.239 1.832 -1.198 -0.841 1.065 -1.22
N -0.910 3.387 1.191 0.727 -0.231 -0.716 0.42
C -2.223 3.361 1.505 -0.387 -0.178 0.303 -0.57
C -3.129 2.399 1.079 0.629 0.528 -0.686 0.32
C -4.449 2.438 1.552 -0.694 -0.290 1.112 -0.82
C -5.331 1.390 1.328 0.749 0.212 -1.662 0.90
C -6.591 1.304 2.114 -0.973 -0.174 -0.580 -1.59
C -5.002 0.451 0.288 -1.724 1.032 1.829 -1.06
C -3.690 0.362 -0.206 0.764 0.572 -0.221 1.03
C -3.363 -0.860 -0.886 0.091 -0.442 -1.219 -0.82
N -2.234 -1.493 -0.960 -0.563 -1.039 0.721 0.59
C -2.434 -2.972 -1.266 -2.402 2.220 0.464 -1.09
C -1.213 -3.779 -1.376 2.293 1.160 -0.369 -0.09
C -0.523 -4.334 -0.094 0.335 0.059 -0.804 -1.33
N 0.398 -3.408 0.624 -1.316 -0.640 0.244 0.94
C -0.174 -2.729 1.619 -0.120 -0.468 0.216 -0.12
C 0.438 -1.759 2.440 -0.254 0.363 0.237 0.78
C 0.046 -1.733 3.826 0.746 0.479 0.767 -0.79
C 1.387 -0.733 1.919 -1.763 0.512 -0.467 0.79
O 1.426 -0.442 0.688 0.610 -0.854 0.566 -0.23
C -2.707 1.354 0.146 -0.235 -0.748 0.163 -0.09
O -1.518 1.324 -0.302 0.222 -0.185 -0.214 -0.06
H 1.160 -0.387 6.749 0.375 0.537 0.528 0.39
H 1.306 -2.122 6.429 0.025 0.082 0.140 0.30
H -0.266 -1.349 6.550 -0.875 -0.229 0.462 0.41
H 2.114 0.718 4.966 0.144 -0.570 -0.355 0.16
H 4.171 0.384 2.866 -1.113 1.094 -0.380 0.28
H 4.065 2.669 2.209 -0.951 -0.987 -0.151 0.32
H 1.581 2.165 0.862 -0.123 0.613 0.186 -0.15
H 2.484 3.713 0.970 0.221 -0.143 -0.120 0.54
H 1.632 4.053 3.377 -0.218 -0.168 -0.800 0.36
H 0.569 2.640 3.155 0.607 0.627 -0.627 0.04
H 0.473 4.887 1.107 0.721 0.999 -0.647 0.42
H -0.501 4.801 2.574 -0.134 0.558 0.000 0.39
H -0.643 2.678 0.492 -0.157 0.196 0.325 -0.18
H -2.579 4.097 2.213 0.098 0.208 0.134 0.23
H -4.753 3.261 2.244 0.360 -0.740 -0.449 0.17
H -6.789 2.148 2.758 0.384 0.457 0.222 0.37
H -6.575 0.425 2.756 -0.208 -0.185 -0.037 0.29
H -7.472 1.282 1.454 0.085 -0.423 0.137 0.33
H -5.870 -0.136 -0.062 0.912 -0.271 0.108 0.27
H -4.270 -1.275 -1.438 0.656 -0.195 0.933 0.06
H -3.007 -2.999 -2.235 0.372 -0.343 0.725 0.49
H -3.106 -3.372 -0.448 0.454 0.212 -0.823 0.25
H -0.507 -3.148 -2.006 -0.353 -1.028 0.844 -0.19
H -1.505 -4.588 -1.995 0.089 -1.280 -0.495 0.48
H 0.092 -5.208 -0.391 -0.461 0.387 0.225 0.51
H -1.289 -4.644 0.630 0.155 -0.106 -0.209 0.62
H -1.238 -3.085 1.885 1.747 0.675 -0.448 0.14
H -0.742 -2.389 4.287 0.877 0.401 -0.916 0.29
N -0.390 3.080 -4.382 1.269 0.267 0.001 -0.11
C -1.745 3.117 -4.676 -2.295 1.157 -0.034 -0.03
C -2.298 4.367 -5.172 -0.058 -1.378 0.982 -0.55
C -3.669 4.575 -5.031 -0.226 -0.623 -0.927 -0.57
C -4.484 3.488 -4.660 -1.172 1.358 -0.178 -0.43
C -4.009 2.269 -4.290 1.488 -1.037 0.074 -0.84
C -2.616 2.031 -4.305 -0.312 2.857 -0.693 0.82
S -1.981 0.528 -3.811 -0.455 -1.209 -0.170 -0.14
N -0.477 0.952 -3.343 1.628 0.387 1.053 -0.02
C 0.112 2.047 -3.564 0.602 0.579 -0.573 0.68
C 1.570 2.248 -3.178 1.574 -1.198 -0.804 -0.06
C 2.484 2.875 -4.078 -1.400 0.355 0.234 -0.77
C 3.846 2.806 -3.828 -0.590 0.009 0.155 -0.53
C 4.303 1.980 -2.810 0.766 0.251 0.748 -0.83
C 3.386 1.404 -1.943 -1.537 0.234 -1.101 -0.36
N 2.057 1.537 -2.157 -0.239 0.003 0.486 0.35
H 0.094 4.000 -4.313 -0.778 -1.279 0.015 0.32
H -1.673 5.145 -5.636 -0.024 -0.428 0.614 0.37
H -4.136 5.531 -5.339 0.384 -0.711 0.194 0.32
H -5.573 3.573 -4.675 0.303 0.400 0.111 0.31
H -4.688 1.474 -3.953 0.356 0.371 -0.220 0.30
H 2.079 3.401 -4.964 0.475 -0.240 0.644 0.46
H 4.505 3.449 -4.389 0.284 -0.343 -0.325 0.41
H 5.376 1.839 -2.619 -0.525 0.147 -0.180 0.38
H 3.642 0.775 -1.101 0.151 0.035 0.045 0.43
F 5.094 -5.733 4.292 0.241 0.610 0.496 -0.34
C 4.277 -5.110 3.411 0.434 -0.114 -0.562 0.42
C 4.491 -3.788 3.012 -0.107 -0.523 0.500 -0.79
C 3.726 -3.315 1.929 0.574 -0.720 1.463 0.02
C 2.669 -4.066 1.457 0.278 -0.663 -0.641 0.11
C 1.864 -3.506 0.327 -1.270 1.257 -1.046 -0.91
C 2.530 -5.410 1.844 0.168 0.041 -0.133 -0.28
C 3.391 -5.967 2.790 -0.760 -0.776 -0.374 -0.58
H 5.207 -3.173 3.586 -0.258 -0.407 -0.751 0.39
H 4.054 -2.435 1.425 -0.344 0.913 -0.021 0.50
H 1.945 -4.074 -0.631 -0.015 0.403 0.840 0.86
H 2.138 -2.456 0.114 0.316 -0.488 -0.063 -0.30
H 1.832 -6.025 1.268 0.115 0.096 0.444 0.35
H 3.434 -7.074 3.018 -0.217 1.556 -0.213 0.33
B 3.027 -2.921 -4.361 -0.850 -0.397 -1.020 0.41
C 1.965 -2.250 -3.407 -1.078 -0.244 0.940 -0.22
N 1.170 -1.832 -2.664 0.920 -0.241 -0.714 -0.77
H 3.971 -3.202 -3.699 0.653 -0.010 0.237 -0.19
H 2.564 -3.974 -4.919 0.160 0.882 0.603 -0.18
H 3.200 -2.071 -5.218 0.403 -0.120 -0.043 -0.18
```
Forces are in eV/Å.

As for the gap between HOMO and LUMO (spin up / spin down): 0.13956 / 0.18899 Eh. Its total charge is -1. For the LUMO energy (spin up / spin down), the calculation gives 1.865 / 1.869 eV. The value obtained for the HOMO energy (spin up / spin down) is -1.9 / -3.3 eV.

Energy relative to the best compared isomer or geometry (same formula, charge and spin)? In order: 0.312; 2.651 eV.